Record 1
Below is C17H40NOP3Pb as an isolated structure in a non-equilibrium geometry, with properties calculated with the ωB97M-V functional and the def2-TZVPD basis.

Values from the calculation:
- F_max (Eh/bohr) = 0.085
- HOMO-LUMO gap (alpha / beta) (eV) = 5.06 / 3.63
- net charge = +4
- energy relative to the best compared isomer or geometry (same formula, charge and spin) (eV) = 0.0000

```
63
Properties=species:S:1:pos:R:3:forces:R:3
Pb 0.16899 -0.73717 0.86967 -3.7570 -0.5169 -0.6569
P -2.42322 -2.23100 1.92853 -0.9457 -0.8429 0.3410
P 0.22188 -2.79738 -1.19745 1.1834 -0.9743 -1.0677
P -0.92932 1.55300 2.35407 0.4072 1.5032 0.9195
H 3.11046 4.24052 -5.91409 0.1839 0.2459 0.3151
C 3.45270 4.86503 -5.07588 -3.7897 0.7825 -2.0254
C 4.63709 4.67230 -4.48235 3.9763 -0.4118 1.6301
H 5.32978 3.89141 -4.82494 -0.2492 0.2610 0.1536
C -3.99609 -1.79887 1.07958 0.4813 0.5187 -0.5059
C -2.50294 -4.06378 1.77624 0.6300 0.0555 -0.2207
C -2.95259 -2.04890 3.67860 0.5002 0.3837 0.2317
C 1.68971 -2.36443 -2.19688 0.2265 0.5100 0.2963
C 0.47203 -4.57024 -0.83284 0.0356 0.1238 0.8461
C -1.10757 -2.83116 -2.45514 -0.7410 0.8906 0.7809
C 0.29688 2.88288 2.08609 0.4536 -0.3765 -0.3337
C -1.16900 1.58709 4.16701 0.2375 -0.8995 0.1159
C -2.47289 2.31716 1.73398 -0.2181 -1.0735 -0.7109
H 2.78640 5.68384 -4.76146 0.3739 -0.2641 -0.2574
H 4.98376 5.33261 -3.67383 -0.1138 -0.2727 -0.3273
H -4.81818 -2.40975 1.48445 0.3613 0.1647 -0.0649
H -3.89154 -1.98981 0.00143 -0.2036 0.1253 0.2739
H -4.21512 -0.73243 1.23857 -0.0765 -0.3315 -0.1433
H -3.45954 -4.43606 2.17539 0.3052 0.1946 -0.1467
H -1.67510 -4.50686 2.34966 -0.2925 -0.0301 -0.1716
H -2.40593 -4.35536 0.72043 -0.0994 -0.0518 0.3090
H -4.02557 -1.81142 3.72305 0.3625 -0.1053 0.0058
H -2.38220 -1.24024 4.15911 -0.3011 -0.2759 0.1000
H -2.76286 -2.99251 4.20913 -0.0445 0.3566 -0.0460
H 1.96601 -3.20209 -2.85411 -0.1670 0.2204 0.1757
H 2.53363 -2.12709 -1.53159 -0.1486 -0.1988 -0.2689
H 1.48104 -1.47092 -2.80335 0.0373 -0.2891 0.0863
H 0.08896 -5.18791 -1.65759 0.0886 0.2855 0.1620
H -0.06103 -4.82982 0.09230 0.1422 -0.1602 -0.3023
H 1.54308 -4.76518 -0.69135 -0.2653 0.0082 0.0011
H -0.81930 -3.43588 -3.32909 0.2387 0.1384 0.4135
H -1.32028 -1.79902 -2.77041 -0.0656 -0.3412 -0.0718
H -2.02010 -3.25187 -2.00767 0.2071 0.0972 -0.2341
H 0.13201 3.66948 2.83517 0.0396 -0.1499 -0.2955
H 0.19732 3.29177 1.07134 -0.0444 -0.0238 0.2693
H 1.31414 2.47951 2.18868 -0.2109 0.2506 0.1264
H -0.95920 2.59141 4.56137 -0.0970 -0.2405 -0.2275
H -0.47461 0.87000 4.62859 -0.2237 0.3145 0.1139
H -2.19775 1.29254 4.41685 0.3047 0.0845 -0.0601
H -2.54259 3.38039 2.01211 0.3332 -0.3420 0.0881
H -3.33551 1.77345 2.14762 0.2246 0.2271 -0.1663
H -2.49416 2.22522 0.63791 -0.1657 0.1641 0.2428
C 1.84875 1.32432 -1.00066 -0.2977 -1.2926 1.4044
C 0.74231 1.50935 -1.88406 -0.6870 0.3139 -0.6188
C 0.74247 2.55678 -2.78150 -0.8776 -1.0802 0.3685
C 1.83127 3.42201 -2.83200 0.5739 0.1267 -0.2234
C 2.94908 3.22204 -2.02434 0.7196 -0.6326 0.8141
C 2.96642 2.18738 -1.09472 0.9409 0.9871 -0.4529
O 1.89639 0.40754 -0.06554 -0.0703 1.0012 -1.0253
H -1.22522 -0.06988 -0.33770 0.9223 -0.2083 0.5358
H -0.11422 0.83676 -1.82543 0.3054 0.1997 -0.0593
H -0.10812 2.69138 -3.44769 0.1920 0.0263 0.1437
H 1.83440 4.22811 -3.55282 -0.2658 0.1176 0.1539
H 3.82954 3.85535 -2.13127 -0.2740 -0.0422 0.2818
H 3.79706 1.98829 -0.40998 -0.1934 0.2377 -0.3729
N 1.38310 -2.04975 2.82515 -0.0815 0.3452 -0.5032
H 2.36205 -1.77416 2.92830 -0.1264 -0.1010 0.0600
H 1.35872 -3.05743 2.64746 0.0271 0.2329 -0.0140
H 0.91433 -1.89053 3.71992 0.0787 0.0345 -0.1854
```
Forces are in eV/Å.

Record 2
Below is C17H41AsCoN6Se as an isolated structure, with properties calculated with the ωB97M-V functional and the def2-TZVPD basis.

Values from the calculation:
- F_max (Eh/bohr) = 0.008
- HOMO-LUMO gap (alpha / beta) (eV) = 8.18 / 8.75
- 2S+1 = 2
- net charge = +2
- energy relative to the best compared isomer or geometry (same formula, charge and spin) (eV) = 0.2451

```
67
Properties=species:S:1:pos:R:3:forces:R:3
Co 0.10814 0.21543 -1.03001 0.1267 0.0050 0.3944
N -0.19900 2.06671 -0.32337 0.0312 -0.0231 -0.1624
C 1.08971 2.64924 0.13472 0.0585 -0.0062 -0.0561
C 2.30445 2.05797 -0.60847 -0.0664 0.0520 0.0486
N 1.99829 0.81717 -1.38792 -0.1127 -0.0020 -0.0346
C 2.88795 -0.31901 -1.01899 -0.0516 -0.0263 0.0403
C 2.27034 -1.62311 -1.49156 -0.0091 -0.0113 -0.0556
N 0.86716 -1.65376 -1.01592 0.0471 0.1784 -0.1507
C 2.12302 1.09091 -2.84528 -0.0732 -0.0367 -0.0527
C 0.87677 1.76959 -3.37154 0.0486 0.0408 0.0107
N -0.26006 0.86312 -3.11715 -0.0134 -0.1071 -0.0235
H -0.66982 2.69087 -0.97137 0.0233 -0.0076 -0.0232
H -0.83327 1.97799 0.46614 0.0003 0.0037 0.0023
H 1.17364 2.43931 1.19564 0.0125 -0.0456 0.0558
H 1.08244 3.73269 0.01751 -0.0074 0.0074 0.0409
H 3.08364 1.82961 0.11776 0.0081 0.0046 -0.0067
H 2.72114 2.80095 -1.28817 0.0074 -0.0119 -0.0090
H 2.96063 -0.33672 0.06808 0.0148 0.0291 0.0290
H 3.88941 -0.17997 -1.43446 0.0132 -0.0107 0.0190
H 2.84891 -2.47173 -1.12424 0.0126 0.0134 0.0294
H 2.26065 -1.68756 -2.57873 0.0043 -0.0594 0.0075
H 0.86273 -1.81999 -0.01057 -0.0396 -0.0582 0.0761
H 0.34111 -2.41787 -1.42640 0.0291 0.0289 -0.0501
H 2.23833 0.14117 -3.36804 0.0275 0.0212 0.0020
H 3.02161 1.67891 -3.04326 -0.0067 0.0159 -0.0040
H 0.99844 2.01263 -4.42799 0.0130 0.0085 -0.0033
H 0.69955 2.70827 -2.84313 -0.0023 0.0139 -0.0278
H -0.23388 0.10525 -3.79333 -0.0085 0.0301 -0.0132
H -1.14348 1.33743 -3.27427 -0.0017 0.0121 0.0140
C -4.95974 0.95621 -0.75116 -0.0193 0.0352 0.0282
N -4.44654 0.00184 -1.73033 0.0155 0.0026 0.0334
C -5.11258 -0.39880 -2.87003 0.0006 0.0072 0.0292
C -4.33072 -1.30816 -3.48647 0.0016 -0.0118 -0.0330
N -3.19593 -1.45317 -2.71281 0.0560 -0.0900 -0.0218
C -2.12788 -2.40709 -2.96852 -0.0182 0.0103 -0.0243
C -3.27315 -0.64647 -1.63992 -0.0321 0.0657 -0.0505
Se -2.07027 -0.51850 -0.20492 -0.0118 -0.0592 0.0691
H -5.98413 1.20110 -1.01510 0.0047 -0.0144 -0.0224
H -4.35802 1.86245 -0.75575 0.0161 -0.0101 -0.0124
H -4.93728 0.51546 0.24144 -0.0043 -0.0179 0.0020
H -6.08089 -0.01201 -3.13396 0.0069 0.0025 0.0116
H -4.48414 -1.86936 -4.39112 0.0074 0.0018 0.0058
H -2.43891 -3.07354 -3.76755 -0.0187 0.0097 -0.0066
H -1.93935 -2.98974 -2.06890 -0.0262 0.0049 0.0215
H -1.21744 -1.88908 -3.26898 -0.0092 -0.0140 0.0213
C 2.02927 -3.01275 2.45381 -0.0177 0.0447 0.0264
C 0.81944 -2.24201 2.97634 -0.0289 -0.0041 -0.0431
As 0.82678 -0.35010 2.44130 0.0124 -0.0109 -0.0892
C 2.24055 0.27678 3.65672 0.0061 0.0278 -0.0137
C 2.33253 1.79468 3.77145 -0.0361 -0.0509 0.0015
C -0.78547 0.29487 3.36687 0.0270 -0.0027 0.0272
C -0.84040 0.03979 4.86866 -0.0070 0.0267 -0.0276
H 2.01386 -4.04235 2.81026 0.0058 -0.0034 -0.0071
H 2.96698 -2.56715 2.78934 -0.0042 -0.0094 -0.0003
H 2.05731 -3.05533 1.36086 -0.0029 0.0107 -0.0234
H 0.79401 -2.28277 4.06521 -0.0073 0.0108 0.0068
H -0.11364 -2.68250 2.61678 0.0042 -0.0036 -0.0009
H 3.18581 -0.13457 3.29794 -0.0156 -0.0176 -0.0069
H 2.05024 -0.17497 4.63085 -0.0139 -0.0083 0.0102
H 2.65700 2.25104 2.83453 0.0012 0.0191 -0.0324
H 3.06130 2.07937 4.52990 0.0007 -0.0008 0.0033
H 1.37713 2.24047 4.05616 0.0107 0.0028 -0.0037
H -1.62844 -0.17903 2.85772 0.0045 -0.0078 0.0106
H -0.86441 1.36579 3.15719 0.0094 0.0011 0.0051
H -0.79554 -1.02405 5.09892 -0.0024 -0.0015 0.0050
H -1.77265 0.42332 5.28413 0.0037 -0.0026 0.0014
H -0.02323 0.53487 5.39346 -0.0043 -0.0018 0.0026
```
Forces are in eV/Å.

Record 3
Below is a 9-piece molecular cluster, C17H41F3N3O17S2 overall in a non-equilibrium geometry, with properties calculated with the ωB97M-V functional and the def2-TZVPD basis.

Values from the calculation:
- F_max (Eh/bohr) = 0.111
- HOMO-LUMO gap (eV) = 3.89
- net charge = +1
- energy relative to the best compared isomer or geometry (same formula, charge and spin) (eV) = 0.0000

```
83
Properties=species:S:1:pos:R:3:forces:R:3
N -11.40691 -12.22377 -13.04680 -0.0760 -0.0667 -0.8473
H -10.51960 -12.01495 -13.48173 0.3673 0.4873 -0.4309
H -11.83333 -12.97568 -13.56920 0.1006 -0.8148 0.1449
H -12.08111 -11.47925 -13.15289 0.0912 0.8747 0.3654
H -11.19445 -12.45459 -12.08676 -0.2984 -0.5532 1.3688
N -10.66340 -17.48135 -11.67477 -0.8742 0.5839 0.2828
H -11.04207 -17.35480 -12.60249 0.2793 -0.9147 -0.5130
H -11.26532 -18.04680 -11.09332 -1.2651 -1.5256 0.6849
H -10.77378 -16.56462 -11.26547 1.0314 0.8478 0.9767
H -9.76231 -17.92928 -11.58821 0.6596 0.2848 -0.2681
N -14.86553 -16.22615 -10.65009 0.8482 -0.2149 0.2104
H -14.65504 -17.20177 -10.49531 0.4831 -1.0514 0.3766
H -15.87227 -16.15756 -10.69324 -0.3591 0.5584 -0.2885
H -14.32533 -15.91384 -11.44428 -0.5521 -0.0189 -0.8523
H -14.43881 -15.68315 -9.91309 -0.1080 0.2299 1.1355
C -10.63237 -13.58398 -8.29601 -0.0712 0.4487 -1.5267
O -11.09646 -14.13844 -9.49418 -0.4759 -1.0257 -1.1914
H -10.06308 -14.20191 -7.60163 -0.2524 -0.7430 0.0902
H -9.89975 -12.83946 -8.60755 0.1831 0.8332 0.5508
H -11.47973 -13.12836 -7.78365 0.1174 0.3331 0.5960
C -12.18307 -20.67719 -8.94763 -2.2401 3.3480 -0.9593
O -11.09408 -19.85410 -8.57388 0.2504 -1.9076 0.6681
O -12.84798 -19.78384 -9.86858 0.8261 -2.2362 -0.2712
C -11.70779 -22.13570 -9.29067 -0.7569 1.0646 -1.3813
F -12.65995 -22.81206 -10.01521 0.4866 0.2216 1.2189
F -10.65523 -22.07444 -10.07890 1.2650 -0.1147 -0.8756
F -11.32152 -22.86335 -8.21782 -0.7911 0.3309 -0.2207
C -10.69293 -19.81896 -7.21411 1.8928 1.9568 -1.3394
C -9.40914 -19.04660 -7.35403 2.2225 0.9546 0.8746
H -9.41503 -18.07340 -7.84491 -0.8399 0.0126 -0.3221
H -8.97664 -18.77688 -6.39055 -0.1597 -0.1681 0.4522
H -8.58242 -19.57474 -7.82912 -0.2841 -0.5070 -0.2535
H -10.33161 -20.73523 -6.74718 -1.1985 -0.3937 0.1085
H -11.32020 -19.10221 -6.68411 -0.7152 -0.9389 0.6229
H -12.91762 -20.81195 -8.15366 0.1933 -0.1641 0.7388
C -16.39651 -10.08723 -7.90987 -0.5433 0.1827 -1.4622
C -14.90847 -10.02113 -7.74942 0.9656 -0.1140 -1.1324
C -14.11619 -9.26471 -8.84595 -1.5294 -1.6588 -1.4839
O -13.42371 -8.23706 -8.22948 0.4055 -0.0134 -0.9878
C -13.75901 -8.22577 -6.93918 0.9197 3.1390 0.9177
O -13.40732 -7.32876 -6.21197 -0.4162 -1.6405 -0.3388
O -14.56740 -9.21429 -6.67276 -0.7890 -0.9188 3.0158
H -16.67189 -10.78362 -8.70190 0.2544 -0.7705 0.2213
H -16.74113 -9.19780 -8.43736 -0.1955 0.6586 0.8136
H -16.98070 -10.32211 -7.02012 0.2946 0.1899 -0.0118
H -14.46730 -11.01753 -7.72389 -0.0246 -0.1052 0.9309
H -14.89526 -8.94120 -9.53623 0.4167 0.7414 -0.4196
H -13.45968 -9.96258 -9.36564 0.2926 0.2621 -0.0115
C -8.75164 -8.90692 -5.83542 -1.0120 0.3609 0.4025
C -7.94519 -8.71188 -7.09631 -0.3839 -1.4820 0.2945
C -8.26436 -7.54372 -8.01383 -0.9224 -0.9902 0.4748
O -7.13040 -6.76375 -7.92831 1.2581 1.7265 0.2011
C -6.16390 -7.35327 -7.14758 4.3756 2.9226 -2.1911
O -4.99609 -6.93672 -7.05286 -3.9867 -0.8670 0.0910
O -6.58148 -8.49192 -6.76055 -0.3661 -2.4409 1.6624
H -8.40623 -9.68006 -5.14909 0.5780 0.1349 -0.2357
H -9.78235 -9.20648 -6.02518 -0.0787 -0.0587 -0.5906
H -8.88536 -7.97111 -5.29276 0.4051 0.1228 0.1339
H -7.97103 -9.62255 -7.69473 0.0975 -0.2085 0.1987
H -9.16281 -7.02868 -7.67383 0.0617 0.2917 -0.1841
H -8.39646 -7.95283 -9.01548 -0.0615 0.4759 -0.2314
C -11.63710 -11.89791 -1.61097 -0.1796 0.2887 -0.8384
C -12.67753 -11.81541 -2.76279 0.9479 -0.6677 0.9641
O -12.16806 -12.74221 -3.71485 1.1566 -1.2362 -1.0018
S -11.16807 -13.88718 -3.11414 -0.0721 -0.0732 0.7013
O -9.78221 -13.64675 -3.51723 -2.8104 -0.6524 0.3510
O -11.82885 -15.19550 -3.27886 1.8205 3.1822 0.6273
O -11.30491 -13.29172 -1.55091 -0.1670 -0.9910 -1.1008
H -11.99103 -11.53299 -0.64678 -0.1452 -0.4633 -0.0544
H -10.74411 -11.32983 -1.87169 0.0902 0.0163 -0.0722
H -12.69099 -10.85002 -3.26869 -0.3929 -0.0523 0.3237
H -13.62447 -12.25085 -2.44370 -0.2635 0.6924 0.0621
C -5.51170 -15.18333 -9.80011 -0.2913 0.9464 -0.2071
C -4.44514 -15.47566 -10.83402 1.2349 -0.3746 -0.1553
O -3.42078 -16.21845 -10.15714 0.7142 0.1425 1.3312
S -3.32284 -15.81992 -8.53849 -0.0475 -0.9168 -1.7187
O -2.52176 -14.61729 -8.34068 -1.8897 -2.0344 -0.2898
O -3.01624 -17.05764 -7.83582 -0.8887 2.6452 -1.0359
O -4.95925 -15.52284 -8.56920 1.3775 -0.5428 2.5409
H -6.44776 -15.71617 -9.96730 0.1708 -0.3815 0.2427
H -5.76798 -14.12551 -9.74134 0.0425 0.1221 -0.3125
H -3.95419 -14.57927 -11.21291 -0.3765 0.0740 -0.2736
H -4.77608 -16.14950 -11.62430 -0.0262 0.3240 -0.0871
```
Forces are in eV/Å.